Density functional theory data (ωB97M-V/def2-TZVPD) for a 10-piece molecular cluster, H19O10 overall in a non-equilibrium geometry.

Atoms and positions in Å:
O: 2.046826 -3.270264 -0.268596
H: 2.420507 -2.525476 0.185736
H: 1.110867 -3.400790 -0.281343
O: 1.273509 -2.239308 2.590241
H: 1.174638 -1.412365 2.069348
H: 0.404691 -2.617891 2.700797
O: -1.905348 2.251098 -0.453956
H: -1.873511 2.882704 0.262281
H: -1.151742 1.651794 -0.559838
O: 1.723861 -0.607213 0.430306
H: 0.290794 0.059706 -1.954155
H: 2.363532 -0.504202 -0.268953
O: 0.164929 0.560875 -1.190686
H: -2.506154 0.449783 1.071968
H: 0.896397 -0.179669 -0.083482
O: 1.366347 3.028108 0.572755
H: 0.540853 2.527057 0.632531
H: 1.786678 2.383597 -0.024586
O: -1.095863 -1.252685 0.609650
H: -0.704428 -0.649658 -0.039858
H: -0.475598 -1.960222 0.783565
O: -2.599419 0.541910 2.024759
H: -2.427555 -0.396461 2.178461
H: 1.613277 0.955105 -1.737279
O: 2.616575 1.043597 -1.816283
H: 2.802604 1.051663 -2.750585
O: -3.517526 0.387705 -1.852121
H: -2.853794 -0.053632 -1.313199
H: -3.485948 1.295133 -1.517478

Forces on the atoms, in the same order (eV/Å):
1.5827 -2.0660 -1.4092
-1.1900 0.7312 0.6388
-0.4718 0.8639 0.5712
0.1943 0.3811 0.0195
0.2404 -0.5254 0.1198
-0.3286 0.0483 0.1210
-1.3026 0.1900 -0.4717
0.5856 -0.2699 0.2565
0.7879 0.0956 -0.0894
-1.5168 0.6082 -0.0475
-0.4202 -1.5581 -1.9878
0.6885 0.2681 -0.2915
-0.8673 1.1962 2.2116
-0.0775 0.9351 -0.3712
1.7520 -0.3035 0.4446
-0.2669 -0.9579 -0.4882
-0.2332 0.4563 0.4441
0.6192 0.5080 0.0191
-0.9211 -0.4577 0.2963
0.3206 0.1171 -0.4331
0.3604 0.0948 -0.2502
-0.2321 -0.6527 -0.0896
0.1386 0.0847 0.7128
0.6425 0.3433 0.4275
-0.2855 -0.0470 0.1602
0.1752 0.0787 -0.4002
-0.2960 0.0033 -0.0014
0.0774 -0.0590 -0.0884
0.2444 -0.1067 -0.0234

Properties
net charge = -1
gap between HOMO and LUMO = 10.01 eV
energy relative to the best compared isomer or geometry (same formula, charge and spin) = 21.7 kcal/mol
E_tot = -763.8558 hartree

Here are the Mulliken charges for atoms 1 to 2, given in e: number 1, O, carries -0.62; number 2, H, carries 0.35

Density functional theory data (ωB97M-V/def2-TZVPD) for a 2-piece molecular cluster, H2 overall.

Atoms and positions in Å:
H: -0.259995 0.710923 0.365166
H: 0.259995 -0.710923 -0.365166

Forces on the atoms, in the same order (eV/Å):
0.1327 -0.3629 -0.1864
-0.1327 0.3629 0.1864

Properties
spin multiplicity = 2
net charge = -1
gap between HOMO and LUMO (spin up / spin down) = 10.30 / 8.86 eV
energy relative to the best compared isomer or geometry (same formula, charge and spin) = 16.8 kcal/mol
E_tot = -1.0334 hartree
⟨S²⟩ = 0.754

What are the Mulliken partial charges on each atom? They are as follows, in elementary charge units: number 1, H, carries -0.50; number 2, H, carries -0.50

Density functional theory data (ωB97M-V/def2-TZVPD) for a 2-piece molecular cluster, H2 overall in a non-equilibrium geometry.

Atoms and positions in Å:
H: 0.000000 0.000000 0.772262
H: 0.000000 0.000000 -0.772262

Forces on the atoms, in the same order (eV/Å):
0.0000 0.0000 -4.2989
0.0000 0.0000 4.2989

Properties
net charge = 0
gap between HOMO and LUMO = 10.67 eV
energy relative to the best compared isomer or geometry (same formula, charge and spin) = 77.3 kcal/mol
E_tot = -1.0377 hartree

What are the Mulliken partial charges on each atom? They are as follows, in elementary charge units: number 1, H, carries 0.00; number 2, H, carries 0.00

Density functional theory data (ωB97M-V/def2-TZVPD) for H20KrO10 as an isolated structure.

Atoms and positions in Å:
Kr: 0.414429 -0.156686 -0.295545
O: -3.186438 -0.298507 1.373757
H: -2.471903 -0.933574 1.422433
H: -2.767009 0.513276 1.088620
O: 3.403976 0.800739 1.625098
H: 2.675995 0.752717 2.244748
H: 3.379146 -0.035714 1.160387
O: 2.611709 2.656359 -0.249072
H: 2.821020 1.993829 0.409320
H: 1.711149 2.914199 -0.052219
O: 0.114633 -3.806782 -1.497279
H: 0.896436 -3.956306 -0.965637
H: -0.616000 -3.966796 -0.899948
O: -2.861260 1.642604 -2.661228
H: -2.731897 1.666779 -1.713112
H: -2.543789 2.491740 -2.968483
O: 4.092615 -1.871495 0.961194
H: 3.298588 -2.404766 0.924418
H: 4.614306 -2.265715 1.660237
O: -1.475832 -2.553487 2.214983
H: -0.622789 -2.981416 2.288606
H: -1.495462 -1.930759 2.941655
O: -0.233676 3.547073 0.257976
H: -0.161266 3.727754 1.195177
H: -0.707316 4.299957 -0.095676
O: 0.041756 -2.367251 -3.897566
H: -0.729189 -1.807695 -3.803867
H: 0.107008 -2.827955 -3.061069
O: -2.547340 2.030991 -0.030906
H: -3.269186 2.575090 0.283945
H: -1.762413 2.551798 0.139053

Forces on the atoms, in the same order (eV/Å):
-0.0326 -0.0392 -0.0053
-0.2402 -0.1888 0.4700
0.1039 -0.4028 -0.1819
0.0618 0.3550 -0.3757
-0.0713 0.4860 0.2567
-0.1457 0.0109 0.2579
0.3566 -0.6073 -0.1862
-0.0917 0.5041 -0.4667
0.4294 -0.3918 0.3862
-0.2683 0.1524 -0.2011
0.0892 -0.0827 0.1274
0.2776 -0.0409 -0.0094
-0.3725 0.0065 0.0663
-0.1541 -0.1875 -0.8474
0.0294 -0.0400 0.4834
0.0666 0.1182 -0.1748
-0.1705 0.0955 -0.2071
-0.1908 -0.2194 -0.1230
0.2587 0.0048 0.2195
-0.0508 -0.0519 -0.2125
0.2019 -0.1227 -0.0088
-0.1124 0.1543 0.3522
-0.1920 -0.2834 0.0080
0.1582 0.1106 0.4099
0.0775 0.4503 -0.2894
0.1231 0.1950 -0.4994
-0.1662 0.1957 -0.0434
-0.0013 -0.2494 0.3537
-0.3999 -0.1730 0.3788
-0.4610 0.0463 0.0345
0.8873 0.1954 0.0278

Properties
net charge = 0
gap between HOMO and LUMO = 9.90 eV
energy relative to the best compared isomer or geometry (same formula, charge and spin) = 24.7 kcal/mol
E_tot = -3517.9877 hartree

Here are the Mulliken charges for atoms 1 to 2, given in e: number 1, Kr, carries 0.01; number 2, O, carries -0.62

Density functional theory data (ωB97M-V/def2-TZVPD) for a 9-piece molecular cluster, H20NO8 overall in a non-equilibrium geometry.

Atoms and positions in Å:
N: -0.060929 0.040323 0.161364
H: -0.278851 -0.570732 -0.642419
H: -0.434620 0.980004 0.046656
H: 0.962781 -0.034684 0.289502
H: -0.437493 -0.468970 0.982802
O: -1.546461 2.359801 -2.972419
H: -1.763608 1.489967 -2.606082
H: -2.016477 2.418063 -3.809636
O: 0.139907 2.962848 -0.614162
H: 0.771629 3.618063 -0.925377
H: -0.682194 3.191628 -1.069690
O: 2.802542 0.055634 -0.207154
H: 3.410790 0.803007 -0.163137
H: 3.315905 -0.703464 0.091798
O: 0.388043 -3.108068 1.650144
H: 0.412584 -2.590411 2.463118
H: 1.212245 -3.607599 1.661233
O: -1.848736 -0.637761 2.405810
H: -2.503306 -1.130049 1.896643
H: -2.282530 0.186732 2.657212
O: -2.206914 -0.251889 -1.820322
H: -3.014657 -0.376039 -1.307794
H: -2.277514 -0.899206 -2.533263
O: 1.969885 1.464252 2.815682
H: 2.232380 1.783199 3.686566
H: 2.316539 0.567205 2.781125
O: 0.368619 -2.205318 -1.426852
H: 0.393096 -3.126434 -1.144385
H: 0.657341 -2.210113 -2.346960

Forces on the atoms, in the same order (eV/Å):
0.2604 -1.8343 0.5061
0.0112 0.3471 0.0721
0.5187 0.2161 0.1282
-0.0342 0.9322 -0.4802
-0.4131 0.7546 -0.1987
0.0369 -0.0481 0.1572
-0.0865 0.0565 -0.1557
-0.0177 0.0557 0.0479
-0.3439 -0.1084 0.1454
0.0509 -0.0631 0.0455
0.1453 0.0072 -0.2453
0.0488 -0.1892 0.2080
-0.1270 0.0463 0.0290
0.0529 0.0265 -0.1414
0.1784 0.2542 -0.0672
-0.1465 -0.1127 0.0658
-0.0779 -0.0647 0.0327
0.0724 -0.0017 -0.3001
-0.0825 -0.0547 0.2350
0.0267 -0.0762 0.0937
-0.1403 -0.1674 0.0218
-0.0262 0.1055 -0.0872
0.0785 0.0195 0.0374
-0.0040 -0.1652 -0.0111
-0.0593 0.0785 -0.0437
0.0663 0.0416 0.0162
0.0448 -0.1175 -0.2833
-0.0750 0.0755 0.1088
0.0422 -0.0139 0.0631

Properties
net charge = +1
gap between HOMO and LUMO = 11.17 eV
energy relative to the best compared isomer or geometry (same formula, charge and spin) = 5.1 kcal/mol
E_tot = -668.4716 hartree

Here are the Mulliken charges for atoms 1 to 2, given in e: number 1, N, carries -0.18; number 2, H, carries 0.41

Density functional theory data (ωB97M-V/def2-TZVPD) for a 10-piece molecular cluster, H20O10 overall in a non-equilibrium geometry.

Atoms and positions in Å:
O: -0.831927 -0.936745 0.796028
H: -1.568155 -0.311203 0.633719
H: -0.041186 -0.512409 0.814552
O: 3.435782 -2.600926 -0.082096
H: 2.561639 -2.843521 0.285075
H: 3.939136 -2.581067 0.809558
O: -1.831054 -0.257131 -2.470610
H: -1.173650 0.354933 -2.767696
H: -1.415634 -1.114837 -2.657810
O: 0.394613 0.566567 -1.361691
H: 1.154047 0.526219 -0.810597
H: 0.127710 1.520961 -1.496270
O: 0.504145 -1.891843 -2.679080
H: 1.224522 -2.374704 -2.177246
H: 0.579181 -2.021413 -3.624457
O: -5.341818 -0.334033 0.574571
H: -6.072644 -0.203239 0.082839
H: -5.551026 -0.883363 1.309948
O: 2.933707 3.234052 0.264012
H: 2.498177 2.911371 -0.542490
H: 3.819418 3.370316 0.034672
O: -1.799671 -1.637557 3.297969
H: -1.988074 -2.369034 3.862236
H: -1.559477 -1.972950 2.365049
O: -2.450483 3.219577 0.076304
H: -2.435564 3.509796 0.969371
H: -1.618904 3.735828 -0.280085
O: 4.166551 0.286355 1.770719
H: 3.480694 0.689686 1.181690
H: 4.859940 0.920303 1.821826

Forces on the atoms, in the same order (eV/Å):
-4.2848 -2.2156 0.0733
0.9735 -0.3255 -0.1077
3.1087 2.2448 -0.0210
0.3044 -0.2418 2.9077
0.3365 0.1110 -0.5964
-0.7533 0.2138 -2.3165
-1.0482 -0.8228 -0.4083
0.5126 0.3586 -0.1435
-0.0523 0.3393 0.4482
-1.2020 1.8844 -0.9966
1.1325 0.3240 0.5982
0.6858 -1.5765 0.6565
0.8207 -0.7288 1.2154
-1.2268 0.7772 -1.4308
0.5652 -0.4007 -0.0596
4.2914 0.0086 1.7695
-3.8784 0.5648 -2.4478
-0.3799 -0.5738 0.7070
-2.3690 -0.7075 0.1826
0.3019 0.2514 0.3530
2.0856 0.3762 -0.6055
0.5949 0.2095 -2.3149
-0.1597 -0.9295 0.3348
-0.4211 0.8261 2.1304
2.8547 1.3718 -2.2684
-0.2848 0.2282 1.4830
-2.5353 -1.5728 0.8001
-1.7561 -0.4575 -0.8434
1.0103 -0.3707 0.8491
0.7727 0.8337 0.0515

Properties
net charge = 0
gap between HOMO and LUMO = 10.00 eV
energy relative to the best compared isomer or geometry (same formula, charge and spin) = 110.1 kcal/mol
SMILES string = O.O.O.O.O.O.O.O.O.O
E_tot = -764.3065 hartree

Here are the Mulliken charges for atoms 1 to 2, given in e: number 1, O, carries -0.60; number 2, H, carries 0.33